ORCA calculation (ωB97M-V with the def2-TZVPD basis set) on a structure of composition C8H27B3FN3O11Tl2.

Calculated values
* charge: +2
* HOMO: -15.5331 eV
* relative energy (zero: lowest compared OMol25 entry of this formula, charge and spin): 266.13 kcal per mole
* frontier orbital gap: 5.35 eV
* lowest unoccupied orbital energy: -0.374 Eh

Geometry as XYZ:
```
55
C8H27B3FN3O11Tl2 (ωB97M-V with the def2-TZVPD basis set)
Tl 0.336 -2.444 1.213
Tl 0.800 1.430 1.702
B -1.121 2.704 1.393
H -0.501 3.535 1.094
H -0.709 1.857 0.865
H -0.971 2.560 2.452
H -2.147 2.704 1.059
B 1.839 -0.742 1.706
H 2.490 -1.491 2.127
H 1.659 -1.131 0.716
H 0.939 -0.589 2.282
H 2.435 0.150 1.590
B -0.108 -0.300 0.170
H -0.259 -1.284 -0.246
H 0.002 -0.459 1.232
H 0.723 0.258 -0.232
H -1.068 0.192 0.127
C -0.495 -0.770 4.603
C -0.814 -0.504 3.158
O -0.960 -1.444 2.398
O -0.626 0.632 2.693
H -0.956 -1.675 5.000
H -0.933 0.083 5.121
H 0.587 -0.894 4.643
C 1.278 -0.744 -3.366
C -0.221 -0.959 -3.431
O -0.446 -1.660 -2.214
C 0.624 -2.073 -1.720
O 0.716 -2.668 -0.579
O 1.714 -1.784 -2.499
F -0.527 -1.722 -4.512
H 1.498 0.255 -2.990
H 1.717 -0.824 -4.361
H -0.820 -0.053 -3.523
C -2.462 -1.004 -0.926
N -2.712 -1.941 0.232
O -1.893 -2.082 1.118
O -3.827 -2.494 0.341
H -1.399 -0.981 -1.166
H -2.848 -0.082 -0.492
H -2.930 -1.276 -1.872
C -2.139 1.654 -0.938
N -0.668 1.462 -1.221
O -0.304 0.758 -2.169
O 0.173 2.035 -0.536
H -2.773 1.013 -1.550
H -2.216 2.729 -1.099
H -2.316 1.545 0.132
C 3.724 1.661 -1.221
N 2.676 0.739 -0.786
O 2.484 -0.318 -1.375
O 1.898 0.979 0.164
H 3.478 1.968 -2.237
H 4.517 0.967 -1.501
H 3.864 2.525 -0.571
```

***

ORCA calculation (ωB97M-V with the def2-TZVPD basis set) on a cluster of 6 separate species, C8H27FN9O5 in total.

Calculated values
* charge: -1
* HOMO: -4.2090 eV
* relative energy (zero: lowest compared OMol25 entry of this formula, charge and spin): 166.01 kcal per mole
* frontier orbital gap: 6.78 eV
* lowest unoccupied orbital energy: 0.094 Eh

Geometry as XYZ:
```
50
C8H27FN9O5 (ωB97M-V with the def2-TZVPD basis set)
F -0.197 1.005 -0.899
C 2.378 -0.901 2.662
O 3.202 -1.203 3.458
N 1.121 -0.700 2.824
N 2.537 -0.489 1.454
H 0.633 -0.371 2.003
H 0.789 -0.751 3.776
H 1.812 -0.118 0.857
H 3.487 -0.530 1.113
C 2.932 5.124 0.017
O 2.294 5.628 -0.898
N 2.622 3.982 0.482
N 3.878 5.698 0.734
H 1.977 3.314 0.085
H 3.279 3.626 1.162
H 4.505 5.292 1.414
H 3.897 6.684 0.518
C -4.183 3.614 -0.632
O -4.446 2.504 -1.087
N -3.029 4.013 -0.190
N -5.030 4.636 -0.556
H -2.229 3.417 -0.350
H -2.963 4.914 0.260
H -6.001 4.368 -0.493
H -4.689 5.453 -0.068
C 2.836 -0.734 -4.611
O 1.669 -1.044 -4.574
N 3.755 -1.199 -5.373
N 3.282 0.279 -4.015
H 3.488 -1.903 -6.047
H 4.728 -0.926 -5.386
H 2.752 0.671 -3.250
H 4.231 0.564 -4.210
C -0.706 -5.518 1.119
C -1.522 -4.378 0.605
C -2.440 -3.682 1.639
O -3.305 -2.715 0.928
C -4.277 -2.035 1.709
N -0.712 -3.429 -0.149
H -1.381 -6.298 1.471
H -0.002 -5.172 1.876
H 0.055 -5.883 0.430
H -2.121 -4.975 -0.083
H -1.848 -3.229 2.434
H -3.163 -4.379 2.063
H -4.627 -1.069 1.345
H -3.870 -1.904 2.711
H -5.215 -2.578 1.825
H 0.073 -3.950 -0.512
H -0.255 -2.725 0.413
```

***

ORCA calculation (ωB97M-V with the def2-TZVPD basis set) on a structure of composition C8H28N10Na2O10.

Calculated values
* HOMO: -9.1748 eV
* frontier orbital gap: 8.65 eV
* lowest unoccupied orbital energy: -0.019 Eh

Geometry as XYZ:
```
58
C8H28N10Na2O10 (ωB97M-V with the def2-TZVPD basis set)
Na 0.572 -2.845 -0.943
Na -3.151 0.413 -1.163
C -0.511 -0.292 -0.192
O -1.048 0.874 -0.050
O 0.562 -0.621 0.427
O -1.079 -1.138 -0.983
C -2.657 3.472 -2.174
O -3.356 2.502 -2.487
N -3.022 4.738 -2.514
N -1.505 3.358 -1.460
H -2.440 5.535 -2.338
H -3.867 4.852 -3.042
H -0.912 4.149 -1.281
H -1.223 2.458 -1.083
C 1.242 3.011 1.873
O 1.838 3.932 2.416
N -0.112 3.015 1.690
N 1.874 1.880 1.438
H -0.563 3.869 1.961
H -0.552 2.301 1.124
H 1.330 1.106 1.088
H 2.853 1.772 1.615
C -2.077 -4.115 1.027
O -1.408 -4.611 0.117
N -2.222 -2.770 1.187
N -2.714 -4.902 1.938
H -2.899 -2.455 1.858
H -1.884 -2.173 0.445
H -3.396 -4.544 2.581
H -2.687 -5.891 1.778
C 3.041 -1.015 -2.307
O 2.623 -2.159 -2.127
N 3.981 -0.719 -3.251
N 2.592 0.037 -1.571
H 4.402 -1.508 -3.711
H 4.588 0.065 -3.082
H 2.824 0.986 -1.803
H 1.903 -0.153 -0.848
C -1.184 -0.773 3.889
O -1.742 -0.941 4.965
N -0.132 -1.524 3.457
N -1.546 0.190 2.989
H 0.295 -1.300 2.575
H 0.267 -2.188 4.092
H -2.314 0.804 3.177
H -1.047 0.275 2.122
C -0.688 0.573 -4.034
O -1.471 -0.544 -3.607
H -0.978 0.814 -5.051
H -0.835 1.418 -3.355
H 0.381 0.328 -4.026
H -1.166 -0.772 -2.712
C 3.888 -1.594 1.473
O 2.738 -1.320 2.277
H 4.590 -2.127 2.109
H 3.605 -2.175 0.597
H 4.327 -0.623 1.221
H 2.074 -0.939 1.688
```

***

ORCA calculation (ωB97M-V with the def2-TZVPD basis set) on a structure of composition C8H28N9O6Sn.

Calculated values
* charge: +1
* HOMO: -11.9280 eV
* relative energy (zero: lowest compared OMol25 entry of this formula, charge and spin): 0.00 kcal per mole
* frontier orbital gap: 5.46 eV
* lowest unoccupied orbital energy: -0.238 Eh

Geometry as XYZ:
```
52
C8H28N9O6Sn (ωB97M-V with the def2-TZVPD basis set)
Sn 0.472 -3.155 1.963
O 0.012 -0.426 1.071
H 0.042 0.400 0.577
C 2.841 -0.739 -1.196
C 1.838 -1.632 -1.844
C 2.498 -2.744 -2.696
O 3.337 -2.158 -3.698
C 2.658 -1.861 -4.904
N 0.885 -2.225 -0.878
H 3.366 -1.309 -0.423
H 2.311 0.139 -0.824
H 3.638 -0.339 -1.821
H 1.214 -1.019 -2.507
H 1.768 -3.439 -3.120
H 3.144 -3.361 -2.068
H 2.572 -2.734 -5.556
H 3.194 -1.114 -5.489
H 1.665 -1.422 -4.778
H 0.057 -2.417 -1.440
H 0.555 -1.451 -0.287
C 1.212 1.160 4.366
O 0.564 0.312 4.977
N 1.749 2.280 4.874
N 1.361 1.113 3.000
H 1.715 2.451 5.865
H 2.165 2.918 4.227
H 2.014 1.702 2.521
H 0.881 0.359 2.515
C -3.287 -2.222 0.973
O -2.567 -2.962 1.680
N -2.959 -1.011 0.504
N -4.535 -2.567 0.609
H -3.567 -0.417 -0.034
H -2.003 -0.730 0.703
H -4.896 -3.416 1.014
H -5.133 -1.914 0.139
C -2.901 2.129 1.885
O -3.168 2.078 0.677
N -3.563 2.797 2.843
N -1.809 1.487 2.379
H -3.504 2.565 3.816
H -4.279 3.451 2.573
H -1.588 1.632 3.349
H -1.155 0.970 1.806
C 0.076 2.000 -2.564
O -0.060 1.192 -3.481
N 0.257 3.344 -2.774
N 0.022 1.696 -1.264
H 0.434 3.636 -3.718
H 0.143 3.940 -1.978
H -0.017 0.720 -1.028
H 0.333 2.314 -0.537
```

***

ORCA calculation (ωB97M-V with the def2-TZVPD basis set) on a cluster of 8 separate species, C8H28O7 in total.

Calculated values
* structure (SMILES): C=C(C)C(=C)CCC.O.O.O.O.O.O.O
* HOMO: -8.5750 eV
* relative energy (zero: lowest compared OMol25 entry of this formula, charge and spin): 98.45 kcal per mole
* frontier orbital gap: 8.67 eV
* lowest unoccupied orbital energy: 0.003 Eh

Geometry as XYZ:
```
43
C8H28O7 (ωB97M-V with the def2-TZVPD basis set)
C -0.250 2.389 1.300
C -0.528 1.115 1.051
C -1.897 0.861 0.432
C 0.296 -0.004 1.640
C 1.655 -0.103 1.561
C -0.396 -1.119 2.430
C -0.487 -2.568 1.542
C -1.950 -2.840 1.114
H 0.483 2.649 2.021
H -0.671 3.247 0.776
H -2.411 -0.140 0.589
H -1.725 1.181 -0.590
H -2.792 1.442 0.761
H 2.248 0.821 1.241
H 2.138 -1.095 1.668
H -1.432 -0.905 2.729
H 0.057 -1.415 3.368
H -0.085 -3.298 2.189
H 0.096 -2.466 0.566
H -1.977 -3.393 0.229
H -2.697 -2.019 0.950
H -2.494 -3.536 1.825
O -2.368 1.214 3.483
H -1.632 0.812 3.031
H -2.812 0.473 3.797
O 1.820 -3.479 -1.296
H 1.709 -4.162 -0.670
H 2.030 -2.627 -0.759
O -0.354 0.825 -2.760
H -0.596 1.656 -3.009
H -0.969 0.138 -3.129
O 2.161 2.435 -3.353
H 1.835 2.081 -2.434
H 1.924 3.353 -3.463
O 3.330 -0.898 -0.881
H 2.602 -0.389 -1.432
H 3.924 -1.221 -1.388
O 1.932 -0.294 -3.081
H 2.651 0.070 -3.566
H 1.257 0.359 -2.865
O -0.843 3.699 -1.925
H -1.226 2.796 -1.603
H -1.558 4.355 -2.089
```

***

ORCA calculation (ωB97M-V with the def2-TZVPD basis set) on a structure of composition C8H29CaN12O7.

Calculated values
* charge: +1
* HOMO: -8.0491 eV
* relative energy (zero: lowest compared OMol25 entry of this formula, charge and spin): 287.37 kcal per mole
* frontier orbital gap: 3.28 eV
* lowest unoccupied orbital energy: -0.175 Eh

Geometry as XYZ:
```
57
C8H29CaN12O7 (ωB97M-V with the def2-TZVPD basis set)
Ca 0.014 -0.225 0.625
C 1.461 1.107 -5.504
C 0.852 2.172 -4.552
O 0.914 1.805 -3.191
H 1.506 1.226 -6.587
H 0.798 0.243 -5.451
H 2.438 0.912 -5.062
H -0.206 2.377 -4.716
H 1.251 3.161 -4.774
C -4.087 -1.525 -2.681
O -3.185 -1.587 -1.826
N -5.307 -1.122 -2.410
N -3.878 -1.496 -3.973
H -5.666 -1.064 -1.468
H -5.971 -1.028 -3.165
H -4.627 -1.282 -4.616
H -2.895 -1.407 -4.186
C 5.529 -1.186 0.612
O 4.351 -0.915 0.886
N 6.435 -1.625 1.539
N 6.020 -1.060 -0.573
H 6.100 -1.619 2.491
H 7.414 -1.707 1.302
H 5.466 -0.591 -1.276
H 6.963 -1.362 -0.773
C -3.833 3.689 0.901
O -3.365 2.658 1.377
N -4.886 4.262 1.390
N -3.420 4.302 -0.197
H -5.285 5.137 1.080
H -5.102 3.890 2.304
H -3.929 5.117 -0.509
H -2.685 3.864 -0.733
C 1.030 -5.771 -1.316
O 0.886 -4.655 -0.880
N -0.006 -6.533 -1.529
N 2.153 -6.369 -1.663
H -0.917 -6.099 -1.566
H 0.102 -7.397 -2.040
H 3.022 -5.935 -1.387
H 2.309 -7.334 -1.914
C 1.912 4.686 2.655
O 1.282 3.700 2.728
N 2.839 4.828 1.767
N 1.845 5.752 3.498
H 3.422 5.643 1.639
H 2.775 4.112 1.057
H 2.387 6.583 3.306
H 1.390 5.810 4.398
C -1.603 -1.943 5.283
O -0.766 -1.743 4.395
N -1.450 -2.789 6.207
N -2.684 -1.274 5.308
H -2.068 -2.821 7.005
H -0.745 -3.507 6.120
H -3.337 -1.439 6.061
H -2.963 -0.625 4.585
```

***

ORCA calculation (ωB97M-V with the def2-TZVPD basis set) on a cluster of 7 separate species, C8H30N12O7 in total.

Calculated values
* structure (SMILES): NC(N)=O.NC(N)=O.NC(N)=O.NC(N)=O.NC(N)=O.NC(N)=O.CCO
* HOMO: -8.6749 eV
* relative energy (zero: lowest compared OMol25 entry of this formula, charge and spin): 206.48 kcal per mole
* frontier orbital gap: 8.19 eV
* lowest unoccupied orbital energy: -0.018 Eh

Geometry as XYZ:
```
57
C8H30N12O7 (ωB97M-V with the def2-TZVPD basis set)
N 1.934 2.335 1.423
C 0.955 2.796 2.093
N 0.601 4.023 1.829
O 0.287 2.026 3.026
H 2.245 1.294 1.522
H 2.434 2.902 0.786
H -0.106 4.536 2.409
H 1.026 4.634 1.103
N -0.995 -0.470 0.686
C -0.534 -1.325 1.572
N 0.124 -0.706 2.517
O -0.556 -2.727 1.451
H -1.507 -0.865 -0.185
H -1.181 0.497 0.992
H 0.460 -1.260 3.233
H 0.086 0.314 2.715
N 2.653 -0.225 1.696
C 3.361 -0.568 0.751
N 2.735 -0.769 -0.308
O 4.725 -0.711 0.825
H 3.264 -0.072 2.519
H 1.621 -0.565 1.763
H 3.324 -0.882 -1.171
H 1.832 -0.235 -0.571
N 0.561 0.520 -1.043
C 0.704 0.179 -2.317
N 0.371 -1.092 -2.493
O 1.112 0.998 -3.330
H 0.783 1.470 -0.795
H -0.004 0.044 -0.204
H 0.366 -1.389 -3.493
H 0.555 -1.771 -1.765
N -2.894 0.344 -1.738
C -3.128 -0.881 -1.642
N -1.989 -1.484 -1.435
O -4.257 -1.543 -2.025
H -3.651 0.993 -2.060
H -2.146 0.902 -1.333
H -2.162 -2.508 -1.594
H -1.113 -1.233 -1.966
N 1.323 -2.952 -0.553
C 1.504 -4.111 -1.141
N 2.623 -4.369 -1.727
O 0.394 -4.998 -1.276
H 0.571 -2.754 0.055
H 2.045 -2.228 -0.381
H 2.787 -5.299 -2.254
H 3.557 -3.957 -1.372
C -3.766 2.153 0.884
C -2.711 2.957 0.192
O -1.493 2.385 0.539
H -3.560 1.726 1.850
H -3.886 1.243 0.251
H -4.725 2.693 0.791
H -2.685 3.951 0.502
H -2.840 2.973 -0.863
H -1.048 3.086 1.043
```

***

ORCA calculation (ωB97M-V with the def2-TZVPD basis set) on a cluster of 10 separate species, C8H30O9 in total.

Calculated values
* structure (SMILES): C=C(C)/C=C/C=C/C.O.O.O.O.O.O.O.O.O
* HOMO: -8.5417 eV
* relative energy (zero: lowest compared OMol25 entry of this formula, charge and spin): 53.99 kcal per mole
* frontier orbital gap: 8.42 eV
* lowest unoccupied orbital energy: -0.005 Eh

Geometry as XYZ:
```
47
C8H30O9 (ωB97M-V with the def2-TZVPD basis set)
C -3.215 -0.284 -1.667
C -1.952 -0.333 -2.032
C -1.383 0.206 -3.370
C -0.801 -0.675 -1.150
C -0.170 0.227 -0.417
C 1.101 0.130 0.324
C 2.153 -0.685 0.158
C 3.596 -0.525 0.480
H -3.676 -0.729 -0.802
H -4.012 0.111 -2.280
H -0.508 0.786 -3.066
H -2.034 0.829 -3.985
H -1.130 -0.673 -3.997
H -0.653 -1.761 -1.109
H -0.641 1.174 -0.252
H 1.134 0.965 1.071
H 1.838 -1.572 -0.398
H 3.709 0.288 1.246
H 4.148 -1.431 0.735
H 4.101 -0.103 -0.413
O -2.006 -3.708 -1.551
H -2.131 -3.361 -0.648
H -2.224 -3.031 -2.202
O 1.672 0.679 3.501
H 1.994 0.175 4.262
H 1.849 0.274 2.646
O -0.713 3.481 1.094
H -0.290 4.263 1.459
H -0.407 3.364 0.186
O -0.826 0.758 2.578
H -1.381 1.477 2.883
H -0.068 0.796 3.208
O -3.332 -2.747 0.623
H -2.963 -1.840 0.800
H -2.958 -3.163 1.410
O -1.381 -1.820 2.016
H -1.943 -1.614 2.763
H -1.042 -0.945 1.760
O 1.172 3.570 -1.197
H 1.024 2.646 -1.428
H 1.258 3.670 -0.243
O 2.269 2.454 1.622
H 1.857 2.779 2.438
H 3.197 2.637 1.891
O 1.796 -2.171 -3.364
H 1.298 -2.510 -2.611
H 2.673 -2.060 -2.972
```

***

ORCA calculation (ωB97M-V with the def2-TZVPD basis set) on a structure of composition C8H32BN3OP2Sc.

Calculated values
* spin multiplicity: 2
* charge: +2
* expectation value of S²: 0.757
* HOMO (spin up / spin down): -16.0317 / -15.9529 eV
* relative energy (zero: lowest compared OMol25 entry of this formula, charge and spin): 17.42 kcal per mole
* frontier orbital gap (spin up / spin down): 9.33 / 5.57 eV
* lowest unoccupied orbital energy (spin up / spin down): -0.246 / -0.382 Eh

Geometry as XYZ:
```
48
C8H32BN3OP2Sc (ωB97M-V with the def2-TZVPD basis set)
Sc 0.057 -0.002 0.077
H 0.157 0.059 -3.544
H -1.365 -0.044 -1.827
P 0.308 -2.554 -0.244
P 0.272 2.561 -0.164
C 1.985 3.146 0.080
H 2.053 4.241 0.048
H 2.331 2.787 1.058
H 2.616 2.716 -0.709
C -0.244 3.344 -1.730
H -1.323 3.195 -1.871
H -0.033 4.420 -1.711
H 0.301 2.874 -2.557
C -0.657 3.509 1.093
H -0.347 3.189 2.097
H -0.482 4.588 0.992
H -1.728 3.304 0.963
C 0.852 -3.193 -1.865
H 0.999 -4.280 -1.838
H 0.104 -2.941 -2.628
H 1.800 -2.700 -2.114
C 1.527 -3.245 0.934
H 1.207 -3.008 1.958
H 1.623 -4.333 0.830
H 2.497 -2.770 0.741
C -1.181 -3.546 0.125
H -1.964 -3.298 -0.603
H -0.973 -4.623 0.078
H -1.529 -3.292 1.135
H -2.526 -0.885 -2.648
H -2.571 0.767 -2.611
H -1.249 1.032 -4.598
H -1.165 -1.010 -4.620
B -0.995 0.013 -3.983
N -1.949 -0.041 -2.687
H 0.761 0.093 -1.526
H 1.638 -0.019 0.779
C -0.176 0.076 3.121
N -1.636 0.076 3.188
C -2.394 0.019 2.089
N -3.741 0.010 2.221
O -1.894 -0.022 0.899
H 0.191 0.968 2.581
H 0.194 -0.852 2.649
H 0.236 0.119 4.132
H -2.098 0.112 4.095
H -4.329 -0.045 1.401
H -4.148 0.036 3.147
```